Record 1
39
Properties=species:S:1:pos:R:3 method="wB97M-V/def2-TZVPD" total_energy_ha=-1936.384622 homo_energy_ev=-7.2 total_charge=0 orbital_gap_ev=3.62
F 2.048 -0.787 2.572
C 1.085 -0.928 1.633
F 0.463 -2.107 1.828
F 0.177 0.127 1.812
S 1.495 -0.936 -0.232
N -3.257 -1.354 1.267
C -4.030 -0.518 2.021
O -3.925 0.728 2.020
C -5.069 -1.289 2.835
C -4.763 -2.728 2.471
C -3.551 -2.670 1.530
O -2.965 -3.643 1.079
H -4.974 -1.111 3.909
H -6.081 -1.015 2.519
H -4.521 -3.295 3.367
H -5.590 -3.167 1.909
C -1.902 0.997 -1.329
S -0.513 2.066 -1.006
C -0.989 3.268 0.238
C 1.780 0.693 -0.368
C 2.907 0.903 -1.277
C 4.201 1.000 -0.727
C 5.259 0.502 -1.467
C 5.062 0.077 -2.788
C 6.238 -0.369 -3.508
N 7.217 -0.670 -4.083
C 3.763 -0.008 -3.358
C 2.699 0.473 -2.601
H -1.473 0.130 -1.847
H -2.413 0.595 -0.459
H -2.635 1.468 -2.004
H -0.073 3.846 0.461
H -1.726 3.978 -0.143
H -1.334 2.799 1.162
H 1.576 1.376 0.462
H 4.353 1.331 0.298
H 6.207 0.307 -0.944
H 3.577 -0.572 -4.286
H 1.675 0.500 -2.966

---

Record 2
15
Properties=species:S:1:pos:R:3 method="wB97M-V/def2-TZVPD" total_energy_ha=-287.727179 homo_energy_ev=-7.5 relative_energy_ev=2.865 total_charge=0 smiles="C=C/C=C/N.O" orbital_gap_ev=8.23
C -1.814 1.213 -1.781
C -1.334 0.292 -0.916
C -0.358 -0.692 -1.284
C 0.123 -1.650 -0.452
N 0.842 -2.716 -1.012
H -2.301 2.083 -1.355
H -2.011 1.047 -2.836
H -1.777 0.266 0.087
H 0.140 -0.685 -2.243
H 0.252 -1.433 0.601
H 1.059 -3.455 -0.365
H 0.352 -3.043 -1.827
O 2.394 3.280 4.575
H 2.655 2.814 3.775
H 1.778 2.680 5.031

---

Record 3
26
Properties=species:S:1:pos:R:3 method="wB97M-V/def2-TZVPD" total_energy_ha=-817.283216 homo_energy_ev="-9.6 / -7.6" relative_energy_ev=10.189 total_charge=0 orbital_gap_ev="8.77 / 4.85"
C 0.972 -0.387 1.725
C 0.707 -0.198 0.228
C 0.117 -1.455 -0.382
C -1.095 -1.750 -0.852
C -2.238 -0.756 -0.924
C -1.674 0.668 -1.057
C -1.266 0.837 0.411
O -2.080 0.174 1.179
O -2.982 -0.736 0.274
C -0.918 2.171 1.002
O -2.692 1.545 -1.476
O 1.149 0.763 -0.437
O 4.368 -1.940 -0.944
N 3.766 -1.077 -1.723
O 2.711 -1.233 -2.341
H 0.039 -0.790 2.147
H 1.774 -1.118 1.914
H 1.256 0.548 2.220
H 0.883 -2.226 -0.498
H -1.341 -2.749 -1.231
H -3.005 -1.046 -1.672
H -0.760 0.730 -1.684
H -0.132 2.706 0.438
H -1.848 2.771 1.022
H -0.610 2.012 2.047
H -2.402 2.475 -1.330

---

Record 4
69
Properties=species:S:1:pos:R:3 method="wB97M-V/def2-TZVPD" total_energy_ha=-5660.643119 homo_energy_ev=-6.8 relative_energy_ev=0.363 total_charge=0 orbital_gap_ev=7.12
Ag -1.522 -0.174 -1.945
O 0.374 0.081 -0.227
As 0.754 0.952 1.120
C 2.116 0.059 2.139
C 1.819 -0.575 3.338
C 2.796 -1.322 3.983
C 4.063 -1.434 3.429
C 4.361 -0.798 2.230
C 3.388 -0.051 1.584
C 1.448 2.673 0.640
C 2.354 3.361 1.437
C 2.786 4.621 1.049
C 2.311 5.184 -0.128
C 1.407 4.492 -0.922
C 0.972 3.232 -0.541
C -0.754 1.221 2.269
C -1.965 0.654 1.901
C -3.089 0.874 2.685
C -2.993 1.647 3.832
C -1.777 2.215 4.198
C -0.655 2.008 3.413
H 0.826 -0.494 3.766
H 2.566 -1.818 4.917
H 4.823 -2.017 3.933
H 5.351 -0.884 1.801
H 3.616 0.442 0.645
H 2.733 2.917 2.352
H 3.494 5.162 1.664
H 2.649 6.168 -0.428
H 1.036 4.935 -1.837
H 0.266 2.680 -1.153
H -2.038 0.076 0.989
H -4.040 0.456 2.383
H -3.871 1.821 4.440
H -1.709 2.827 5.088
H 0.289 2.467 3.688
C 0.477 -2.847 0.799
N 0.019 -3.001 -0.573
C -1.396 -3.283 -0.680
C 0.635 -2.308 -1.583
N -0.053 -1.728 -2.529
N 2.001 -2.308 -1.550
C 2.773 -3.442 -1.085
C 2.726 -1.300 -2.289
H -0.202 -2.184 1.344
H 1.465 -2.399 0.824
H 0.504 -3.816 1.304
H -1.631 -4.130 -0.035
H -1.650 -3.528 -1.707
H -2.013 -2.431 -0.371
H 0.549 -1.463 -3.297
H 2.108 -4.234 -0.751
H 3.432 -3.161 -0.257
H 3.392 -3.833 -1.898
H 2.907 -1.585 -3.334
H 3.697 -1.150 -1.814
H 2.177 -0.360 -2.251
C -3.482 -1.841 -4.634
S -4.197 -1.568 -2.991
C -4.869 0.033 -3.202
C -4.429 1.180 -2.633
S -3.137 1.515 -1.513
S -5.380 2.593 -3.045
C -6.557 1.846 -4.069
S -7.755 2.668 -4.835
S -6.296 0.151 -4.215
H -3.059 -2.845 -4.633
H -2.688 -1.124 -4.833
H -4.253 -1.779 -5.400